A structure of composition C16H37Cl28N4S, computed with ωB97M-V/def2-TZVPD.

Geometry as XYZ:
```
86
Properties=species:S:1:pos:R:3
N 0.022 -0.438 2.759
C 0.740 -0.323 1.468
N 1.896 0.541 1.593
N 1.153 -1.682 1.113
C -0.237 0.158 0.352
N 0.306 0.354 -0.961
S 0.819 1.965 -1.130
H -0.444 0.443 2.955
H -0.680 -1.161 2.642
H 1.624 1.514 1.668
H 2.429 0.282 2.417
H 2.141 -1.782 1.312
H 1.032 -1.771 0.108
H -0.950 -0.681 0.273
H -0.815 1.014 0.758
H 2.108 1.832 -1.529
C -0.035 0.240 -3.226
Cl -0.768 -1.357 -3.545
Cl -0.950 1.510 -4.082
H -0.024 0.435 -2.147
H 0.977 0.227 -3.612
C -3.858 -0.463 -5.533
Cl -4.335 -0.390 -7.242
Cl -4.788 0.671 -4.547
H -4.040 -1.465 -5.169
H -2.807 -0.207 -5.458
C -2.700 -3.650 5.866
Cl -3.612 -2.968 7.224
Cl -3.724 -4.625 4.806
H -2.281 -2.838 5.288
H -1.918 -4.285 6.264
C 0.232 2.149 -7.978
Cl 1.373 1.166 -7.054
Cl -1.444 1.852 -7.510
H 0.444 3.200 -7.821
H 0.355 1.882 -9.021
C -0.656 5.721 -1.464
Cl -1.233 4.368 -2.434
Cl 0.971 5.333 -0.914
H -0.621 6.632 -2.051
H -1.317 5.834 -0.613
C 2.115 3.601 -3.736
Cl 2.924 2.050 -3.940
Cl 1.733 4.389 -5.285
H 1.190 3.430 -3.195
H 2.772 4.259 -3.181
C -3.777 -3.869 -0.060
Cl -2.113 -3.759 -0.651
Cl -3.934 -3.629 1.689
H -4.362 -3.112 -0.568
H -4.153 -4.861 -0.281
C -6.790 -3.296 -6.818
Cl -7.299 -4.533 -7.978
Cl -5.356 -3.783 -5.910
H -6.554 -2.388 -7.359
H -7.599 -3.130 -6.117
C -6.922 -5.677 2.669
Cl -5.980 -7.098 3.134
Cl -6.889 -5.399 0.925
H -7.951 -5.831 2.973
H -6.496 -4.808 3.158
C 3.604 7.513 0.912
Cl 4.311 5.896 0.829
Cl 3.114 8.100 -0.681
H 2.724 7.467 1.543
H 4.340 8.196 1.320
C 7.857 8.752 2.971
Cl 6.759 7.442 2.531
Cl 7.119 10.344 2.737
H 8.121 8.648 4.016
H 8.738 8.688 2.343
C 2.301 -1.776 6.344
Cl 3.178 -3.291 6.651
Cl 1.874 -1.564 4.648
H 1.387 -1.791 6.927
H 2.937 -0.953 6.651
C 5.587 -3.092 9.381
Cl 4.862 -1.498 9.167
Cl 6.979 -3.054 10.473
H 4.839 -3.754 9.798
H 5.917 -3.448 8.412
C 0.847 -5.778 -1.930
Cl 0.482 -4.144 -2.475
Cl 1.935 -6.638 -3.036
H 1.325 -5.720 -0.959
H -0.081 -6.335 -1.865
```

Calculated values
**Net charge**: -1
**Calculated total energy**: -14134.3438 a.u.
**Max |F|**: 4.928 eV/A
**Molecular weight**: 1310.25 Da
**Frontier orbital gap**: 5.20 eV

Atom charges from the Löwdin analysis, given in e for atoms 1 to 2: atom 1 (N): -0.007, atom 2 (C): -0.700